This record from the OMol25 dataset describes a single C4H9NO2 molecule. The level of theory is the ωB97M-V functional and the def2-TZVPD basis.

Structure (XYZ):
```
16
Properties=species:S:1:pos:R:3:mulliken_charge:R:1
C -1.89503 1.28078 1.33443 -0.6519
O -1.70608 0.14194 0.51906 -0.3518
C -0.85342 0.37573 -0.55173 -0.2121
C 1.98724 -1.25669 -1.60004 -0.6686
N 1.73910 -1.24817 -0.28748 -0.0391
C 1.08215 -0.38959 0.47798 -0.1848
O 0.47307 0.66875 -0.13922 -0.4215
H -0.93810 1.67023 1.70219 0.2869
H -2.41648 2.07964 0.78538 0.2869
H -2.50949 0.96686 2.18108 0.2414
H -1.16709 1.25214 -1.13766 0.3171
H -0.87128 -0.53306 -1.16283 0.2603
H 1.67970 -0.40586 -2.18907 0.2436
H 2.63832 -2.02797 -1.98107 0.2720
H 2.12117 -2.03177 0.23172 0.2476
H 0.85618 -0.64256 1.50446 0.3740
```

charge: 0
ΔE to the lowest compared entry with this formula, charge and spin: 97.4 kcal/mol
LUMO: 0.9 eV
M: 103.12 g mol⁻¹
gap between HOMO and LUMO: 7.56 eV


This record from the OMol25 dataset describes 2 unconnected molecules or ions with the total composition C4H7NO4. The level of theory is the ωB97M-V functional and the def2-TZVPD basis.

Structure (XYZ):
```
16
Properties=species:S:1:pos:R:3:mulliken_charge:R:1
N -1.09982 0.90024 1.23254 -0.3410
C -0.24369 1.69821 1.11157 0.2502
C 0.82655 2.70524 0.97346 0.6733
O 1.72285 2.57932 0.19276 -0.4611
O 0.69019 3.74744 1.79256 -0.4382
H -0.10276 3.65877 2.34510 0.3586
O -0.52921 -2.56614 -1.85061 -0.5520
C 0.13433 -2.25936 -0.63057 -0.5843
C -0.02547 -0.78290 -0.31642 -0.2099
O -1.38975 -0.43235 -0.32231 -0.5046
H 0.00817 -2.18726 -2.56795 0.3286
H -0.36868 -2.85042 0.14722 0.3072
H 1.20257 -2.54724 -0.66075 0.2929
H 0.54561 -0.17310 -1.04943 0.1881
H 0.40112 -0.58372 0.66421 0.2960
H -1.77200 -0.90672 -1.06139 0.3963
```

charge: 0
ΔE to the lowest compared entry with this formula, charge and spin: 79.1 kcal/mol
LUMO: 0.1 eV
M: 133.10 g mol⁻¹
gap between HOMO and LUMO: 10.30 eV
SMILES: N#CC(=O)O.OCCO